Record 1
DFT (ωB97M-V/def2-TZVPD) results for a cluster of 12 separate species, C32H37Cl44F3N5O4 in total in a non-equilibrium geometry.

Cartesian coordinates (Å):
C (-2.212, 0.123, 2.766)
C (-1.411, 1.255, 2.011)
C (-0.348, 0.602, 1.049)
C (0.730, 1.641, 0.577)
C (0.989, 1.677, -0.930)
F (0.582, 0.479, -1.597)
C (0.224, 2.753, -1.793)
C (-0.463, 3.937, -1.089)
N (1.125, 3.088, -2.930)
N (1.460, 4.471, -2.963)
C (2.870, 4.730, -2.756)
O (3.247, 4.923, -1.690)
F (3.768, 4.686, -3.747)
C (0.909, 5.123, -4.121)
O (1.408, 5.226, -5.156)
F (-0.282, 5.702, -3.972)
C (2.224, 2.173, -2.780)
N (2.880, 1.757, -3.810)
C (2.527, 2.147, -5.227)
N (1.169, 1.771, -5.547)
N (2.344, 1.922, -1.428)
C (3.454, 1.091, -0.921)
C (3.571, -0.363, -1.497)
C (3.764, -1.452, -0.379)
C (2.370, -2.038, 0.018)
C (1.874, -3.128, -1.009)
C (0.733, -2.630, -1.949)
C (-0.106, -3.805, -2.544)
C (-1.143, -4.395, -1.529)
O (-1.154, -3.739, -0.247)
C (-2.129, -2.781, -0.140)
C (-2.678, -1.979, -1.336)
O (-2.539, -2.551, 0.941)
H (-1.596, -0.797, 2.825)
H (-2.442, 0.490, 3.788)
H (-3.151, -0.133, 2.245)
H (-0.943, 1.978, 2.702)
H (-2.140, 1.743, 1.327)
H (-0.926, 0.126, 0.238)
H (0.175, -0.190, 1.624)
H (1.667, 1.389, 1.117)
H (0.429, 2.624, 0.989)
H (-0.591, 2.155, -2.243)
H (0.225, 4.517, -0.442)
H (-1.315, 3.551, -0.495)
H (-0.896, 4.653, -1.812)
H (3.679, 1.136, -3.697)
H (2.759, 3.209, -5.402)
H (3.193, 1.543, -5.898)
H (1.119, 0.918, -6.089)
H (0.650, 2.519, -5.992)
H (4.392, 1.629, -1.178)
H (3.463, 1.009, 0.180)
H (4.515, -0.392, -2.080)
H (2.772, -0.657, -2.200)
H (4.369, -1.078, 0.467)
H (4.341, -2.280, -0.842)
H (1.666, -1.183, 0.085)
H (2.486, -2.515, 1.010)
H (2.748, -3.409, -1.633)
H (1.506, -3.996, -0.432)
H (0.067, -1.951, -1.393)
H (1.170, -2.044, -2.786)
H (-0.632, -3.437, -3.454)
H (0.542, -4.627, -2.902)
H (-2.163, -4.472, -1.952)
H (-0.843, -5.446, -1.334)
H (-1.894, -1.380, -1.841)
H (-3.512, -1.345, -0.989)
H (-3.115, -2.637, -2.118)
C (-4.209, 3.167, 5.004)
Cl (-2.688, 2.541, 5.663)
Cl (-4.642, 4.663, 5.845)
Cl (-4.010, 3.488, 3.276)
Cl (-5.489, 1.972, 5.232)
C (1.430, -7.633, -4.000)
Cl (2.287, -8.940, -4.825)
Cl (0.779, -8.227, -2.465)
Cl (2.551, -6.297, -3.684)
Cl (0.102, -7.057, -5.021)
C (4.296, 8.402, -5.501)
Cl (5.817, 7.838, -4.789)
Cl (3.815, 9.924, -4.739)
Cl (4.512, 8.650, -7.237)
Cl (3.035, 7.181, -5.235)
C (7.010, 1.307, -5.256)
Cl (6.317, 0.258, -4.004)
Cl (5.876, 1.403, -6.612)
Cl (7.275, 2.925, -4.594)
Cl (8.544, 0.635, -5.803)
C (-9.692, 3.372, 5.008)
Cl (-9.870, 2.349, 3.574)
Cl (-8.025, 3.964, 5.107)
Cl (-10.800, 4.747, 4.895)
Cl (-10.075, 2.428, 6.458)
C (-5.999, -0.188, 8.503)
Cl (-5.239, -1.451, 7.521)
Cl (-6.564, -0.885, 10.029)
Cl (-4.814, 1.086, 8.836)
Cl (-7.376, 0.493, 7.620)
C (-7.925, 4.171, 10.002)
Cl (-7.690, 2.429, 10.204)
Cl (-8.856, 4.804, 11.367)
Cl (-6.347, 4.976, 9.938)
Cl (-8.798, 4.471, 8.492)
C (-1.320, -5.200, 3.459)
Cl (-2.582, -4.603, 4.559)
Cl (-0.172, -3.894, 3.118)
Cl (-0.463, -6.562, 4.192)
Cl (-2.075, -5.734, 1.951)
C (-5.685, -5.619, -1.909)
Cl (-6.605, -7.124, -2.014)
Cl (-4.669, -5.445, -3.353)
Cl (-6.800, -4.249, -1.805)
Cl (-4.657, -5.652, -0.468)
C (-0.642, -6.193, 8.414)
Cl (-0.707, -7.926, 8.054)
Cl (-1.407, -5.291, 7.095)
Cl (-1.501, -5.873, 9.929)
Cl (1.048, -5.687, 8.574)
C (12.436, -0.310, -4.454)
Cl (11.209, 0.194, -3.279)
Cl (13.569, 1.019, -4.730)
Cl (13.310, -1.713, -3.828)
Cl (11.648, -0.741, -5.984)

Output
- Charge: +1
- HOMO-LUMO gap: 0.3122 Eh
- E_LUMO: -3.45 eV
- Energy above the lowest of the compared OMol25 structures with the same formula, charge and spin: 1.261 eV
- E_HOMO: -0.43887 hartree

Record 2
DFT (ωB97M-V/def2-TZVPD) results for a cluster of 2 separate species, C16H10F17NO3S in total in a non-equilibrium geometry.

Cartesian coordinates (Å):
O (5.026, -1.372, 3.583)
C (4.313, -0.893, 2.746)
C (3.672, 0.478, 2.673)
C (3.354, 0.569, 1.198)
C (2.426, 1.653, 0.684)
F (2.147, 1.441, -0.616)
F (3.099, 2.825, 0.755)
C (1.132, 1.827, 1.517)
F (0.670, 0.637, 1.949)
F (1.502, 2.505, 2.626)
C (0.005, 2.669, 0.836)
F (-0.604, 3.410, 1.777)
F (0.565, 3.536, -0.021)
C (-1.038, 1.810, 0.043)
F (-1.400, 2.533, -1.031)
F (-0.434, 0.707, -0.423)
C (-2.349, 1.513, 0.829)
F (-2.034, 1.126, 2.076)
F (-3.059, 2.650, 0.843)
C (-3.252, 0.440, 0.187)
F (-3.593, 0.882, -1.035)
F (-2.614, -0.729, 0.011)
C (-4.582, 0.165, 0.985)
F (-4.692, 0.928, 2.079)
F (-5.624, 0.454, 0.193)
C (-4.768, -1.315, 1.420)
F (-4.938, -2.125, 0.380)
F (-5.896, -1.352, 2.159)
F (-3.766, -1.721, 2.206)
C (3.203, -0.864, 0.701)
N (3.876, -0.963, -0.637)
C (3.929, -2.118, -1.077)
S (3.908, -3.571, -1.629)
O (3.944, -1.614, 1.632)
H (4.238, 1.311, 3.063)
H (2.810, 0.397, 3.338)
H (4.302, 0.873, 0.755)
H (2.199, -1.236, 0.511)
C (-0.546, -0.879, -2.761)
C (-0.019, -2.014, -3.606)
C (-0.880, -2.471, -4.759)
O (1.046, -2.533, -3.366)
H (0.174, -0.664, -1.986)
H (-0.686, 0.011, -3.377)
H (-1.496, -1.162, -2.307)
H (-1.036, -1.648, -5.458)
H (-1.846, -2.819, -4.389)
H (-0.385, -3.288, -5.278)

Output
- HOMO-LUMO gap: 0.3604 Eh
- E_LUMO: 0.24 eV
- SMILES string: O=C1C[C@H](C(F)(F)C(F)(F)C(F)(F)C(F)(F)C(F)(F)C(F)(F)C(F)(F)C(F)(F)F)[C@@H](N=C=S)O1.CC(C)=O
- E_HOMO: -0.35145 hartree

Record 3
DFT (ωB97M-V/def2-TZVPD) results for a cluster of 4 separate species, C23H24F4N2O4S in total in a non-equilibrium geometry.

Cartesian coordinates (Å):
C (1.036, 0.406, 3.553)
C (1.862, -0.485, 4.429)
O (1.540, -0.767, 5.556)
N (3.052, -1.075, 3.941)
C (4.120, -1.244, 4.937)
C (4.311, -0.244, 6.044)
O (4.828, -2.198, 4.826)
N (3.489, -0.629, 2.661)
C (4.085, -1.719, 1.863)
S (4.407, 0.753, 2.634)
O (3.933, 1.642, 3.632)
O (4.532, 1.171, 1.285)
F (5.819, 0.250, 3.078)
H (1.294, 1.431, 3.832)
H (1.233, 0.280, 2.495)
H (-0.016, 0.249, 3.781)
H (5.305, 0.190, 5.892)
H (4.315, -0.776, 6.992)
H (3.596, 0.571, 6.019)
H (3.364, -2.526, 1.765)
H (5.029, -2.062, 2.292)
H (4.299, -1.317, 0.871)
F (-0.851, 0.045, 1.496)
C (-1.134, -0.169, 0.186)
C (-0.599, 0.687, -0.755)
C (-0.891, 0.463, -2.093)
C (-1.710, -0.595, -2.468)
C (-2.237, -1.435, -1.496)
C (-1.947, -1.229, -0.155)
H (0.031, 1.509, -0.441)
H (-0.476, 1.119, -2.847)
H (-1.931, -0.758, -3.515)
H (-2.880, -2.256, -1.782)
H (-2.343, -1.875, 0.617)
F (-4.594, 0.573, -1.182)
C (-5.186, 1.142, -0.113)
C (-6.538, 1.415, -0.169)
C (-7.145, 1.997, 0.935)
C (-6.400, 2.301, 2.066)
C (-5.041, 2.019, 2.095)
C (-4.423, 1.431, 1.000)
H (-7.098, 1.176, -1.062)
H (-8.205, 2.212, 0.910)
H (-6.877, 2.757, 2.922)
H (-4.456, 2.258, 2.973)
H (-3.367, 1.198, 1.004)
F (-1.392, -1.209, -5.424)
C (-0.237, -0.932, -6.073)
C (0.957, -1.275, -5.472)
C (2.139, -0.990, -6.140)
C (2.110, -0.368, -7.380)
C (0.895, -0.031, -7.959)
C (-0.295, -0.316, -7.306)
H (0.953, -1.752, -4.501)
H (3.085, -1.256, -5.688)
H (3.035, -0.146, -7.895)
H (0.870, 0.457, -8.924)
H (-1.254, -0.069, -7.740)

Output
- HOMO-LUMO gap: 0.3596 Eh
- E_LUMO: 0.51 eV
- SMILES string: CC(=O)N(C(C)=O)N(C)S(=O)(=O)F.Fc1ccccc1.Fc1ccccc1.Fc1ccccc1
- E_HOMO: -0.34084 hartree

Record 4
DFT (ωB97M-V/def2-TZVPD) results for a cluster of 2 separate species, C5H11O3 in total in a non-equilibrium geometry.

Cartesian coordinates (Å):
C (2.077, -0.266, -0.648)
C (2.860, 0.460, -1.723)
O (1.224, -1.269, -1.229)
H (2.753, -0.882, -0.016)
H (1.447, 0.347, 0.005)
H (3.528, 1.122, -1.182)
H (0.949, -1.817, -0.481)
H (2.198, 0.969, -2.426)
H (3.368, -0.271, -2.357)
C (-1.672, 0.303, 0.520)
C (-3.083, 0.722, 0.839)
C (-0.989, -0.654, 1.674)
O (-1.477, -0.388, 2.787)
O (-0.177, -1.486, 1.241)
H (-1.561, -0.334, -0.351)
H (-1.009, 1.171, 0.404)
H (-3.660, -0.178, 1.098)
H (-3.677, 1.181, 0.057)
H (-3.100, 1.271, 1.789)

Output
- Charge: -1
- HOMO-LUMO gap: 0.2793 Eh
- E_LUMO: 3.75 eV
- Energy above the lowest of the compared OMol25 structures with the same formula, charge and spin: 0.973 eV
- E_HOMO: -0.14146 hartree

Record 5
DFT (ωB97M-V/def2-TZVPD) results for a structure of composition C28H52N4O6S2 in a non-equilibrium geometry.

Cartesian coordinates (Å):
O (-4.804, -2.621, 2.859)
S (-4.698, -1.218, 3.245)
O (-3.138, -0.868, 3.433)
C (-2.202, -1.329, 2.434)
C (-2.465, -0.717, 1.069)
C (-3.543, -1.447, 0.261)
C (-3.241, -1.389, -1.240)
C (-3.368, 0.000, -1.899)
C (-4.046, -0.062, -3.271)
C (-3.011, -0.555, -4.295)
S (-3.702, -1.679, -5.543)
C (-2.309, -2.694, -5.678)
N (-2.260, -3.895, -6.142)
N (-0.928, -4.303, -5.990)
C (-0.327, -3.321, -5.447)
O (-1.120, -2.250, -5.233)
C (-4.950, -0.947, 0.613)
O (-5.034, -0.353, 1.926)
H (-2.240, -2.422, 2.399)
H (-1.220, -1.039, 2.813)
H (-1.526, -0.712, 0.503)
H (-2.732, 0.335, 1.214)
H (-3.518, -2.501, 0.563)
H (-3.846, -2.128, -1.781)
H (-2.205, -1.730, -1.340)
H (-3.875, 0.715, -1.247)
H (-2.360, 0.406, -2.053)
H (-4.897, -0.750, -3.235)
H (-4.432, 0.915, -3.570)
H (-2.547, 0.287, -4.810)
H (-2.224, -1.103, -3.777)
H (0.709, -3.287, -5.146)
H (-5.683, -1.755, 0.540)
H (-5.276, -0.138, -0.042)
C (0.000, 5.087, 2.403)
C (-0.286, 3.583, 2.427)
C (-0.191, 3.014, 3.847)
C (1.241, 2.916, 4.366)
C (2.107, 2.102, 3.407)
C (2.091, 2.638, 1.972)
N (0.658, 2.816, 1.543)
O (0.144, 1.737, 1.087)
C (2.895, 3.942, 1.873)
C (2.735, 1.632, 1.024)
C (-1.699, 3.393, 1.890)
H (-0.656, 5.578, 3.124)
H (1.017, 5.354, 2.659)
H (-0.217, 5.496, 1.415)
H (-0.639, 2.016, 3.851)
H (-0.800, 3.637, 4.505)
H (1.662, 3.914, 4.517)
H (1.237, 2.435, 5.346)
H (3.145, 2.077, 3.747)
H (1.749, 1.068, 3.397)
H (2.645, 4.486, 0.962)
H (3.955, 3.694, 1.838)
H (2.758, 4.605, 2.723)
H (2.278, 0.650, 1.093)
H (3.791, 1.540, 1.282)
H (2.660, 1.968, -0.011)
H (-1.759, 3.681, 0.841)
H (-2.372, 4.031, 2.465)
H (-2.034, 2.364, 1.984)
C (1.205, -3.283, -0.740)
C (1.268, -1.752, -0.746)
C (1.456, -1.209, -2.166)
C (2.860, -1.429, -2.722)
C (3.908, -0.839, -1.781)
C (3.802, -1.371, -0.348)
N (2.377, -1.225, 0.114)
O (2.121, -0.069, 0.602)
C (4.294, -2.823, -0.273)
C (4.675, -0.545, 0.589)
C (-0.055, -1.254, -0.173)
H (0.438, -3.605, -1.446)
H (2.128, -3.772, -1.023)
H (0.924, -3.644, 0.250)
H (1.244, -0.135, -2.160)
H (0.705, -1.672, -2.814)
H (3.044, -2.495, -2.886)
H (2.943, -0.950, -3.700)
H (4.918, -1.045, -2.145)
H (3.791, 0.249, -1.759)
H (3.948, -3.305, 0.642)
H (5.384, -2.820, -0.261)
H (3.994, -3.430, -1.122)
H (4.443, 0.514, 0.531)
H (5.718, -0.691, 0.307)
H (4.546, -0.867, 1.623)
H (-0.154, -1.537, 0.876)
H (-0.866, -1.723, -0.736)
H (-0.154, -0.174, -0.244)

Output
- HOMO-LUMO gap (spin up / spin down): 0.2916 / 0.2545 Eh
- E_LUMO (spin up / spin down): 0.52 / -0.14 eV
- Energy above the lowest of the compared OMol25 structures with the same formula, charge and spin: 5.642 eV
- 2S+1: 3
- E_HOMO (spin up / spin down): -0.27247 / -0.25970 hartree

Record 6
DFT (ωB97M-V/def2-TZVPD) results for an isolated molecule of C4H9NO in a non-equilibrium geometry.

Cartesian coordinates (Å):
C (1.664, -0.574, -0.036)
C (0.390, 0.198, 0.211)
C (-0.059, 0.967, -1.060)
C (-0.747, -0.699, 0.701)
N (-2.014, -0.186, 0.663)
O (-0.583, -1.864, 1.024)
H (1.902, -1.365, 0.668)
H (1.732, -0.985, -1.045)
H (2.488, 0.150, 0.008)
H (0.515, 0.881, 1.061)
H (0.729, 1.633, -1.418)
H (-0.857, 1.661, -0.793)
H (-0.342, 0.253, -1.829)
H (-2.217, 0.790, 0.692)
H (-2.601, -0.860, 1.153)

Output
- HOMO-LUMO gap: 0.3883 Eh
- E_LUMO: 0.87 eV
- Energy above the lowest of the compared OMol25 structures with the same formula, charge and spin: 0.275 eV
- SMILES string: CC(C)C(N)=O
- E_HOMO: -0.35617 hartree

Record 7
DFT (ωB97M-V/def2-TZVPD) results for a structure of composition C30H39N3OSV in a non-equilibrium geometry.

Cartesian coordinates (Å):
V (0.320, -0.037, -0.162)
N (0.592, 0.508, -2.264)
N (-2.224, -0.438, -2.052)
C (-0.082, 0.200, 1.819)
C (-0.643, 1.297, 1.087)
C (0.417, 1.945, 0.371)
C (0.272, 3.181, -0.455)
H (-0.781, 3.351, -0.704)
H (0.823, 3.086, -1.397)
H (0.652, 4.070, 0.067)
C (1.652, 1.275, 0.693)
C (3.016, 1.782, 0.362)
H (3.158, 2.783, 0.791)
H (3.172, 1.887, -0.716)
H (3.789, 1.110, 0.751)
C (1.340, 0.187, 1.588)
C (2.306, -0.632, 2.381)
H (3.284, -0.700, 1.890)
H (1.919, -1.645, 2.556)
H (2.456, -0.164, 3.365)
C (-2.082, 1.668, 1.004)
H (-2.246, 2.744, 1.147)
H (-2.675, 1.124, 1.743)
H (-2.461, 1.409, 0.012)
C (-0.805, -0.727, 2.735)
H (-0.580, -1.767, 2.463)
H (-1.888, -0.592, 2.657)
H (-0.515, -0.589, 3.788)
C (1.852, 0.696, -2.730)
H (2.665, 0.930, -2.040)
C (2.184, 0.559, -4.079)
H (3.232, 0.547, -4.362)
C (1.161, 0.378, -5.024)
H (1.414, 0.171, -6.064)
C (-0.147, 0.418, -4.587)
H (-0.995, 0.256, -5.259)
C (-0.430, 0.593, -3.203)
C (-1.790, 0.671, -2.752)
H (-2.308, 1.615, -2.568)
C (-1.649, -0.880, -0.845)
C (-3.255, -1.296, -2.462)
H (-3.741, -1.156, -3.408)
C (-3.377, -2.230, -1.511)
H (-4.060, -3.047, -1.423)
N (-2.468, -1.933, -0.489)
C (-2.690, -2.563, 0.783)
C (-3.806, -2.144, 1.544)
C (-4.133, -2.841, 2.712)
H (-4.981, -2.506, 3.312)
C (-3.426, -3.977, 3.103)
C (-3.749, -4.664, 4.389)
H (-2.968, -4.529, 5.145)
H (-3.866, -5.736, 4.223)
H (-4.682, -4.272, 4.792)
C (-2.435, -4.467, 2.257)
H (-1.942, -5.412, 2.496)
C (-2.079, -3.800, 1.078)
C (-1.198, -4.502, 0.083)
H (-1.777, -4.993, -0.721)
H (-0.634, -5.298, 0.592)
H (-0.474, -3.830, -0.394)
C (-4.744, -1.074, 1.065)
H (-5.450, -1.455, 0.305)
H (-4.219, -0.207, 0.641)
H (-5.341, -0.720, 1.918)
C (2.107, -3.471, 0.351)
S (1.841, -2.101, -0.835)
C (3.576, -1.660, -1.104)
O (1.333, -2.688, -2.122)
H (3.006, -3.265, 0.939)
H (2.231, -4.394, -0.229)
H (1.247, -3.544, 1.020)
H (3.963, -2.351, -1.862)
H (3.638, -0.639, -1.493)
H (4.130, -1.755, -0.161)

Output
- Charge: -1
- HOMO-LUMO gap (spin up / spin down): 0.1675 / 0.1256 Eh
- E_LUMO (spin up / spin down): 2.55 / 2.56 eV
- Energy above the lowest of the compared OMol25 structures with the same formula, charge and spin: 1.044 eV
- 2S+1: 3
- E_HOMO (spin up / spin down): -0.07377 / -0.03145 hartree

Number 1: DFT total energy -608551.923 eV. Number 2: DFT total energy -81418.969 eV. Number 3: DFT total energy -57114.468 eV. Number 4: DFT total energy -11507.095 eV. Number 5: DFT total energy -69782.831 eV. Number 6: DFT total energy -7832.045 eV. Number 7: DFT total energy -74779.776 eV.